DFT (wB97M-V/def2-TZVPD) results for an isolated ion of composition C3H10N3 and charge +1 in a non-equilibrium geometry.

Summary:
- Orbital gap: 11.037 eV
- HOMO level: -14.08 eV
- SMILES: CN(C)C(N)=[NH2+]
- Relative energy (zero: lowest compared OMol25 entry of this formula, charge and spin): 129.6 kJ/mol
- Charge: +1
- E_tot: -284.3266 Ha
- LUMO energy: -3.05 eV

Last columns: bonded neighbours and bond lengths (Å).
CARTESIAN COORDINATES (ANGSTROEM)
1 C 1.13 0.78 -1.00  N2 1.433, H7 1.150, H8 1.072, H9 1.147
2 N 0.05 0.04 -0.43  C1 1.433, C3 1.425, C4 1.370
3 C -0.87 -0.61 -1.32  N2 1.425, H10 1.137, H11 1.095, H12 1.151
4 C -0.10 -0.03 0.93  N2 1.370, N5 1.283, N6 1.366
5 N 0.66 0.69 1.67  C4 1.283, H13 1.001, H14 1.068
6 N -0.99 -0.93 1.44  C4 1.366, H15 1.063, H16 1.033
7 H 1.01 1.85 -1.40  C1 1.150
8 H 1.93 0.70 -0.29  C1 1.072
9 H 1.58 0.23 -1.89  C1 1.147
10 H -1.81 -1.14 -0.99  C3 1.137
11 H -1.06 0.17 -2.07  C3 1.095
12 H -0.45 -1.48 -1.94  C3 1.151
13 H 1.33 1.36 1.33  N5 1.001
14 H 0.32 0.92 2.66  N5 1.068
15 H -1.12 -1.06 2.49  N6 1.063
16 H -1.61 -1.47 0.81  N6 1.033

Löwdin atomic charge list, values in e, 4 entries: -0.046, -0.159, -0.055, -0.401